a:
Formula: C5H17NO2
Source: OMol25
Level of theory: the ωB97M-V functional and the def2-TZVPD basis

As for the spin multiplicity: 1. The LUMO energy comes out at 0.692 eV. As for the SMILES: CC[C@@H](C)CN.O.O.

The geometry in XYZ format:
```
25
C5H17NO2 (the ωB97M-V functional and the def2-TZVPD basis)
C 0.54 0.40 -1.34
C 0.45 -0.64 -0.13
C 1.13 -2.01 -0.54
C -0.89 -0.74 0.53
C -1.35 0.05 1.81
N 1.35 1.55 -1.08
H 0.67 -0.22 -2.24
H -0.44 0.89 -1.36
H 1.24 -0.35 0.66
H 1.37 -2.51 0.36
H 0.42 -2.59 -1.20
H 2.07 -2.01 -1.14
H -0.90 -1.76 0.91
H -1.68 -0.44 -0.16
H -0.86 -0.12 2.77
H -0.94 1.13 1.69
H -2.41 0.12 1.83
H 0.94 2.42 -1.29
H 2.33 1.48 -1.31
H 2.04 1.42 1.36
H 3.24 0.83 2.19
O 2.31 1.03 2.18
H -3.67 -0.05 -1.72
H -3.04 1.28 -1.30
O -3.91 0.86 -1.47
```

Population analysis type Löwdin, resulting atomic charges in e: C -0.2408; C -0.3600; C -0.0880; C -0.2286; C -0.0891; N 0.0021; H 0.1113; H 0.0919; H 0.1183; H 0.0438; H 0.0875; H 0.0813; H 0.1015; H 0.0769; H 0.0646; H 0.0910; H 0.0463; H 0.0511; H 0.0838; H -0.0135; H 0.0305; O -0.0522; H 0.0359; H 0.0278; O -0.0734

b:
Formula: C5H17NO2
Source: OMol25
Level of theory: the ωB97M-V functional and the def2-TZVPD basis

As for the spin multiplicity: 1. The LUMO energy comes out at 0.681 eV. As for the SMILES: CC[C@@H](C)CN.O.O.

The geometry in XYZ format:
```
25
C5H17NO2 (the ωB97M-V functional and the def2-TZVPD basis)
C 0.55 -0.58 -0.01
C -0.24 0.68 -0.29
C -0.47 0.89 -1.80
C 0.32 1.91 0.42
C 0.18 1.95 1.95
N -0.10 -1.72 -0.68
H 1.58 -0.63 -0.36
H 0.59 -0.79 1.05
H -1.29 0.53 -0.01
H -0.88 1.89 -1.97
H 0.45 0.76 -2.37
H -1.14 0.13 -2.17
H -0.12 2.79 -0.02
H 1.38 1.89 0.24
H -0.56 1.26 2.35
H 1.08 1.64 2.47
H 0.09 2.98 2.27
H -0.91 -2.06 -0.16
H 0.51 -2.50 -0.88
H -3.18 -0.96 -0.68
H -3.32 -0.39 0.76
O -3.54 -1.14 0.20
H 2.33 -3.20 0.02
H 3.53 -2.51 -0.59
O 3.17 -2.80 0.26
```

Population analysis type Löwdin, resulting atomic charges in e: C -0.2529; C -0.4033; C -0.0740; C -0.2250; C -0.0999; N 0.0055; H 0.1113; H 0.1085; H 0.1132; H 0.0764; H 0.0794; H 0.0489; H 0.1017; H 0.1039; H 0.0696; H 0.0627; H 0.0669; H 0.0659; H 0.0428; H 0.0293; H 0.0273; O -0.0603; H 0.0159; H 0.0398; O -0.0534

Most favorable structure: b. The second most favorable one is 0.0391 hartree above it.

a:
Formula: C5H17NO2
Source: OMol25
Level of theory: the ωB97M-V functional and the def2-TZVPD basis

As for the spin multiplicity: 1. The LUMO energy comes out at 0.384 eV. As for the SMILES: CNCC(C)C.O.O.

The geometry in XYZ format:
```
25
C5H17NO2 (the ωB97M-V functional and the def2-TZVPD basis)
C -0.02 0.24 -1.66
N -0.86 0.76 -0.58
C -0.10 1.49 0.43
C 0.73 0.65 1.43
C 0.84 1.24 2.84
C 2.12 0.16 0.95
H -0.59 -0.03 -2.55
H 0.78 0.90 -1.99
H 0.53 -0.59 -1.24
H -1.35 0.02 -0.11
H 0.71 2.10 -0.01
H -0.81 2.15 0.93
H 0.23 -0.32 1.54
H 1.58 2.03 2.80
H -0.12 1.61 3.19
H 1.27 0.49 3.50
H 1.98 -0.47 0.07
H 2.69 1.00 0.53
H 2.66 -0.17 1.83
H -0.16 -3.40 -1.42
H 1.03 -2.78 -2.08
O 0.18 -2.53 -1.69
H -2.73 -0.31 -1.63
H -1.93 -1.52 -1.09
O -2.80 -1.12 -1.10
```

Population analysis type Löwdin, resulting atomic charges in e: C -0.1479; N -0.1168; C -0.2120; C -0.4268; C -0.0856; C -0.0724; H 0.0770; H 0.0877; H 0.0207; H 0.0654; H 0.1159; H 0.1105; H 0.1246; H 0.0778; H 0.0743; H 0.0731; H 0.0507; H 0.0797; H 0.0720; H 0.0604; H 0.0606; O -0.0663; H 0.0395; H -0.0010; O -0.0611

b:
Formula: C5H17NO2
Source: OMol25
Level of theory: the ωB97M-V functional and the def2-TZVPD basis

As for the spin multiplicity: 1. The LUMO energy comes out at 0.713 eV. As for the SMILES: CC[C@@H](C)CN.O.O.

The geometry in XYZ format:
```
25
C5H17NO2 (the ωB97M-V functional and the def2-TZVPD basis)
C -0.28 -0.42 0.72
C 0.22 0.09 -0.70
C -0.95 0.27 -1.67
C 1.40 -0.82 -0.98
C 2.89 -0.23 -0.83
N -1.44 0.35 1.22
H -0.31 -1.53 0.70
H 0.66 -0.26 1.28
H 0.58 1.14 -0.86
H -0.65 0.97 -2.52
H -1.32 -0.62 -2.11
H -1.76 0.56 -1.04
H 1.27 -1.27 -1.99
H 1.47 -1.65 -0.27
H 2.75 0.79 -1.00
H 3.27 -0.17 0.15
H 3.43 -1.04 -1.35
H -1.13 1.29 1.56
H -1.80 -0.02 1.99
H -1.32 2.55 -0.87
H -0.96 3.61 0.15
O -1.35 2.77 0.10
H -1.87 -1.63 2.23
H -0.97 -2.53 3.12
O -1.82 -2.17 2.95
```

Population analysis type Löwdin, resulting atomic charges in e: C -0.2241; C -0.3785; C -0.0992; C -0.2330; C -0.0723; N 0.0149; H 0.1135; H 0.1138; H 0.1207; H 0.1073; H 0.0575; H 0.0406; H 0.1129; H 0.0882; H 0.0407; H 0.0388; H 0.0839; H 0.0976; H -0.0201; H 0.0578; H 0.0083; O -0.0447; H -0.0610; H 0.0296; O 0.0069

c:
Formula: C5H17NO2
Source: OMol25
Level of theory: the ωB97M-V functional and the def2-TZVPD basis

As for the spin multiplicity: 1. The LUMO energy comes out at 0.610 eV. As for the SMILES: CC(C)[C@H](C)N.O.O.

The geometry in XYZ format:
```
25
C5H17NO2 (the ωB97M-V functional and the def2-TZVPD basis)
C -0.08 1.70 -0.15
C -1.00 0.65 0.38
C -1.84 0.18 -0.95
C -2.99 -0.69 -0.50
C -0.92 -0.77 -1.73
N -0.29 -0.41 1.10
H -0.14 1.92 -1.16
H -0.19 2.61 0.47
H 0.98 1.31 0.04
H -1.79 1.10 1.06
H -2.18 0.98 -1.59
H -2.81 -1.76 -0.22
H -3.64 -0.99 -1.46
H -3.60 -0.43 0.27
H 0.03 -0.16 -1.90
H -0.79 -1.53 -1.12
H -1.40 -1.33 -2.65
H -1.01 -0.88 1.73
H 0.14 -1.13 0.65
H 5.69 0.31 -0.06
H 6.51 -0.43 -0.99
O 6.66 0.01 -0.24
H 1.60 -0.83 2.84
H 1.16 0.60 3.09
O 1.90 -0.03 3.09
```

Population analysis type Löwdin, resulting atomic charges in e: C -0.0914; C -0.4109; C -0.3830; C -0.1236; C -0.0926; N 0.0440; H 0.0393; H 0.0872; H 0.1070; H 0.1478; H 0.1258; H 0.0843; H 0.1240; H 0.0260; H 0.1011; H -0.0075; H 0.1268; H 0.1186; H 0.0330; H 0.0988; H -0.0534; O -0.0454; H -0.0606; H 0.0403; O -0.0354

d:
Formula: C5H17NO2
Source: OMol25
Level of theory: the ωB97M-V functional and the def2-TZVPD basis

As for the spin multiplicity: 1. The LUMO energy comes out at 0.316 eV. As for the SMILES: CCCCCN.O.O.

The geometry in XYZ format:
```
25
C5H17NO2 (the ωB97M-V functional and the def2-TZVPD basis)
C 0.94 2.31 1.54
C -0.10 1.50 0.73
C 0.57 0.93 -0.56
C 1.63 -0.14 -0.28
C 1.10 -1.62 -0.16
N 0.30 -1.98 -1.40
H 1.31 1.83 2.46
H 0.48 3.25 1.88
H 1.80 2.52 0.90
H -0.51 0.70 1.35
H -0.78 2.19 0.23
H 0.89 1.82 -1.14
H -0.23 0.41 -1.09
H 1.84 0.07 0.79
H 2.54 -0.10 -0.87
H 0.57 -1.75 0.77
H 1.94 -2.33 -0.18
H 0.78 -1.45 -2.12
H -0.57 -1.44 -1.38
H -3.07 -0.48 -1.51
H -2.46 0.58 -2.30
O -2.32 -0.36 -2.08
H -2.70 -1.96 0.87
H -2.05 -2.34 2.23
O -1.89 -2.16 1.31
```

Population analysis type Löwdin, resulting atomic charges in e: C -0.1248; C -0.2434; C -0.2340; C -0.2018; C -0.2331; N -0.0108; H 0.0683; H 0.0658; H 0.0702; H 0.0971; H 0.0934; H 0.1136; H 0.0561; H 0.0901; H 0.0998; H 0.0743; H 0.0946; H 0.0555; H -0.0008; H 0.0360; H 0.0593; O -0.0491; H 0.0191; H 0.0349; O -0.0304

Most favorable structure: d. The second most favorable one is 0.0036 hartree above it.

a:
Formula: C2H16NO4
Source: OMol25
Level of theory: the ωB97M-V functional and the def2-TZVPD basis

As for the spin multiplicity: 1. As for the net charge: +1. The LUMO energy comes out at -2.879 eV.

The geometry in XYZ format:
```
23
C2H16NO4 (the ωB97M-V functional and the def2-TZVPD basis)
C -0.28 -1.67 -1.82
C -0.35 -0.31 -1.18
N -1.00 -0.48 0.15
H 0.62 -1.80 -2.46
H -0.44 -2.47 -1.09
H -1.05 -1.90 -2.57
H 0.70 0.14 -1.13
H -0.97 0.38 -1.81
H -0.42 0.07 0.77
H -0.75 -1.36 0.60
H -2.06 -0.32 0.23
H 1.78 -2.17 2.06
H 2.30 -0.97 1.13
O 1.57 -1.51 1.38
H 1.23 1.74 1.26
H 0.66 2.91 1.95
O 0.43 2.00 1.77
H 2.49 1.23 -2.05
H 3.08 1.90 -0.63
O 2.39 1.46 -1.12
H -2.87 0.76 2.17
H -3.73 1.60 1.04
O -3.33 0.78 1.34
```

Population analysis type Löwdin, resulting atomic charges in e: C -0.0886; C -0.2112; N 0.1538; H 0.0959; H 0.0840; H 0.0821; H 0.1060; H 0.1452; H 0.0971; H 0.1322; H 0.1680; H 0.0742; H 0.0288; O -0.0289; H 0.0303; H 0.0508; O -0.0572; H 0.0626; H 0.0486; O -0.0557; H 0.0509; H 0.0655; O -0.0344

b:
Formula: C2H16NO4
Source: OMol25
Level of theory: the ωB97M-V functional and the def2-TZVPD basis

As for the spin multiplicity: 1. As for the net charge: +1. The LUMO energy comes out at -3.176 eV.

The geometry in XYZ format:
```
23
C2H16NO4 (the ωB97M-V functional and the def2-TZVPD basis)
C 1.23 -0.60 1.47
N 0.30 0.36 0.75
C -0.24 1.29 1.73
H 1.75 -1.38 0.71
H 1.97 0.00 1.93
H 0.68 -1.22 2.22
H -0.50 -0.09 0.21
H 0.85 0.66 -0.15
H -1.32 0.94 2.01
H -0.20 2.19 1.15
H 0.32 1.42 2.67
H 0.17 -1.02 -1.65
H 0.83 -0.06 -2.54
O 1.00 -0.64 -1.84
H 2.44 -2.07 -1.62
H 2.97 -3.51 -1.04
O 2.65 -2.68 -0.87
H -2.95 -1.38 -0.45
H -2.93 0.19 -0.90
O -2.47 -0.54 -0.38
H -2.63 3.24 -0.81
H -1.84 2.42 -1.75
O -2.07 2.47 -0.84
```

Population analysis type Löwdin, resulting atomic charges in e: C -0.0192; N -0.0996; C -0.0438; H 0.1194; H 0.0785; H 0.1177; H 0.1231; H 0.1833; H 0.1496; H 0.0782; H 0.1032; H 0.0373; H 0.0370; O 0.0231; H 0.0454; H -0.0053; O -0.0482; H 0.0671; H 0.0769; O -0.0841; H 0.0588; H 0.0314; O -0.0298

Most favorable structure: a. The second most favorable one is 0.0149 hartree above it.